Computed, not measured: C10H16INO2 in the gas phase, with wB97M-V/def2-TZVPD.

As for the HOMO-LUMO gap (spin up / spin down): 7.53 / 7.42 eV. Its energy is -893.4668 hartree. The maximum force is 4.7 eV/Å. The highest occupied orbital energy (spin up / spin down) comes out at -8.16 / -8.14 eV.

The geometry in ORCA input format:
```
! wB97M-V def2-TZVPD RIJCOSX def2/J DEFGRID3
* xyz 0 1
H 0.666 -3.113 -0.135
O 0.996 -1.241 -1.629
C -0.377 1.145 -2.772
H -1.362 -3.621 1.019
H 2.009 2.236 -1.844
H -2.678 2.713 0.548
H -0.148 2.139 -3.328
H 0.597 3.096 -1.202
O 0.361 1.104 2.085
H 2.345 -1.446 0.672
H -0.538 -3.335 2.533
N 0.708 -0.402 0.421
C 0.395 1.060 -1.492
I -2.503 -0.257 -0.599
H -1.924 1.980 1.914
C 1.239 2.197 -1.056
H 1.713 2.162 -0.037
H 1.518 -3.547 1.300
C 0.792 -2.885 0.840
C -1.255 1.023 0.377
C 1.394 -1.520 1.109
H 1.409 -1.184 2.100
H -1.100 -2.057 1.630
H -1.483 0.920 -2.677
H -0.934 2.942 1.006
C 0.629 -0.297 -0.984
H 0.062 0.337 -3.372
C -0.090 0.566 1.103
C -0.645 -2.968 1.538
C -1.795 2.253 0.929
*
```

Computed, not measured: 2 unconnected molecules or ions with the total composition C9H14O, with wB97M-V/def2-TZVPD.

As for the HOMO-LUMO gap: 9.30 eV. Its energy is -426.5131 hartree. The maximum force is 4.6 eV/Å. As for the SMILES: Cc1ccc(O)cc1.CC. The highest occupied orbital energy comes out at -8.46 eV.

The geometry in ORCA input format:
```
! wB97M-V def2-TZVPD RIJCOSX def2/J DEFGRID3
* xyz 0 1
C -0.675 0.855 -0.630
H -3.103 -2.167 -0.251
C -2.926 -0.025 -0.557
H 2.356 2.456 0.458
H 3.281 -0.039 2.052
C -0.172 -0.505 -0.767
C 3.162 1.813 0.860
H 3.975 2.263 1.321
H -0.750 -3.583 0.160
H 0.870 -0.496 -1.011
H 1.695 0.425 1.458
C -2.403 -1.330 -0.495
H -1.908 3.049 -0.815
H 0.018 1.659 -0.426
H 3.644 1.267 0.047
H -1.613 -3.469 -1.361
H 2.261 1.183 2.796
C -1.039 -1.579 -0.789
C -0.858 -3.016 -0.811
H -3.977 0.112 -0.642
C 2.626 0.752 1.921
C -2.041 1.092 -0.598
O -2.518 2.382 -0.531
H 0.094 -3.099 -1.390
*
```

Computed, not measured: 3 unconnected molecules or ions with the total composition C5H16O2S, with wB97M-V/def2-TZVPD.

As for the HOMO-LUMO gap: 8.90 eV. Its energy is -748.7319 hartree. The maximum force is 2.2 eV/Å. As for the SMILES: CCCCSC.O.O. The highest occupied orbital energy comes out at -8.37 eV.

The geometry in ORCA input format:
```
! wB97M-V def2-TZVPD RIJCOSX def2/J DEFGRID3
* xyz 0 1
O -1.388 -2.829 1.280
H -1.169 -2.995 -1.418
H -1.533 -1.910 1.042
H 1.364 -1.095 -1.488
H 2.216 0.239 1.457
H 0.179 -0.718 0.120
O -0.980 -2.176 -1.884
H -1.737 1.460 1.893
H -0.145 -0.079 1.685
C 2.036 -0.310 -1.816
C -1.509 2.096 1.046
H -0.768 2.812 1.437
H 1.413 1.795 1.419
H -1.483 0.681 -0.601
C 0.175 0.247 0.686
H 1.722 0.162 -2.750
H -1.466 -1.496 -1.405
H -0.323 1.808 -0.842
H -0.444 -2.803 1.487
S 2.474 1.078 -0.754
C -0.774 1.274 0.003
H 2.946 -0.804 -2.192
C 1.568 0.853 0.840
H -2.373 2.711 0.757
*
```

Computed, not measured: 2 unconnected molecules or ions with the total composition C3H5IO, with wB97M-V/def2-TZVPD.

As for the HOMO-LUMO gap (spin up / spin down): 8.80 / 8.67 eV. Its energy is -490.0055 hartree. The maximum force is 3.0 eV/Å. The highest occupied orbital energy (spin up / spin down) comes out at -9.46 / -9.13 eV.

The geometry in ORCA input format:
```
! wB97M-V def2-TZVPD RIJCOSX def2/J DEFGRID3
* xyz 0 1
H -0.907 -1.238 0.850
I 2.391 -0.416 0.522
H -1.521 -0.763 -0.818
H 0.333 -2.728 -1.552
H 0.686 1.976 1.083
H -1.049 1.348 0.590
O 0.439 1.217 -0.864
C 0.371 0.111 -0.095
C -0.718 -0.887 -0.171
C -0.023 1.379 0.456
*
```

Computed, not measured: a molecular structure, C23H46BBr16FNO4, with wB97M-V/def2-TZVPD.

As for the HOMO-LUMO gap: 5.83 eV. Its energy is -42568.6688 hartree. The maximum force is 5.1 eV/Å. The highest occupied orbital energy comes out at -4.14 eV.

The geometry in ORCA input format:
```
! wB97M-V def2-TZVPD RIJCOSX def2/J DEFGRID3
* xyz -1 1
C 0.056 2.429 -3.146
H 0.889 -2.303 -1.458
C 0.763 6.793 -1.683
H -0.351 1.628 -3.799
Br 1.321 -7.675 -5.429
C -0.088 7.514 -2.697
O 2.590 -1.004 -1.934
C 2.172 -6.815 -2.832
H -3.360 3.143 7.841
H 1.795 -8.902 -3.313
O -0.525 2.928 -0.727
C -5.499 -1.402 4.616
H 4.937 -0.142 -5.214
B -1.715 2.791 0.123
H 2.013 -2.925 0.606
H -1.453 2.025 9.988
C 5.417 -6.221 0.543
H 2.179 2.805 -3.200
H 3.336 1.146 -0.264
Br -1.132 6.272 -3.773
H -3.873 2.721 -2.154
Br -3.777 2.037 3.105
O 1.838 0.764 -2.974
Br -3.859 -1.730 3.625
H -0.792 8.208 -2.244
H 3.916 1.937 -1.735
H -2.598 0.719 4.861
C -0.994 2.679 -2.014
Br -2.033 0.522 8.089
H -2.213 3.912 0.081
H -3.909 -0.058 -1.753
H 3.816 -0.918 -7.226
H 3.231 0.299 -4.997
C 0.354 -2.940 -0.754
C 3.743 0.942 -1.280
C 4.117 0.457 -5.608
C -6.692 -2.005 3.922
H 0.537 8.049 -3.411
Br 2.206 0.891 -7.697
H -3.359 1.828 -3.696
C 3.896 0.156 -7.066
Br 4.967 -8.060 0.998
H 0.087 3.334 -3.787
Br -1.052 4.076 7.913
H -3.186 1.639 9.962
H 5.394 -4.278 1.455
H 4.675 0.558 -7.709
C -1.459 2.566 4.736
Br 4.666 2.308 -5.339
C 2.670 0.185 -2.077
C 1.386 -7.912 -3.497
Br 3.012 -4.977 1.477
H 1.938 -5.826 -3.217
H 1.879 -4.419 -0.326
H -1.027 2.596 5.736
H 6.503 -6.208 0.459
Br -0.615 -4.224 -1.858
C -3.460 1.795 -2.589
H -5.578 -0.325 4.747
C -2.109 1.544 -1.872
H -1.440 3.673 -2.299
Br 0.389 -4.456 1.686
H -1.571 3.580 4.360
Br 4.092 -7.074 -3.062
H -3.043 3.992 9.366
C -2.338 1.965 9.360
H -6.508 -3.011 3.555
H -3.405 2.150 5.537
H 1.272 5.923 -2.091
Br -7.243 -0.934 2.393
H 2.011 -6.829 -1.754
C 4.947 -5.261 1.604
H -7.556 -2.017 4.587
H 1.613 2.396 -1.559
H -5.344 -1.872 5.587
H 4.670 0.362 -1.147
F -1.496 0.285 -2.073
Br -0.292 6.172 -0.172
Br -0.109 1.696 3.634
H 4.980 -6.022 -0.432
H 0.347 -7.885 -3.172
H -4.804 0.279 -3.062
C 1.479 2.134 -2.623
C -2.750 1.789 4.744
H -1.593 2.529 1.285
C -2.655 3.261 8.659
H 1.499 7.473 -1.256
N -4.400 0.697 -2.227
H 5.157 -5.601 2.615
O -2.433 1.665 -0.515
C 1.326 -3.640 0.168
H -0.391 -2.347 -0.229
*
```

Computed, not measured: a molecular structure, C26H43F3O2P2Pt, with wB97M-V/def2-TZVPD.

As for the HOMO-LUMO gap (spin up / spin down): 7.24 / 4.86 eV. Its energy is -2267.8349 hartree. The maximum force is 2.6 eV/Å. The expectation value of S² is 6.012. The highest occupied orbital energy (spin up / spin down) comes out at -14.03 / -13.97 eV.

The geometry in ORCA input format:
```
! wB97M-V def2-TZVPD RIJCOSX def2/J DEFGRID3
* xyz 2 5
C -3.704 -1.076 -0.452
C -0.567 -2.821 -2.105
C -3.248 0.696 0.934
H -1.897 2.884 -0.098
C -4.017 -2.450 -0.878
H -0.174 -3.648 -1.502
H 1.014 2.056 2.479
C 2.280 3.297 -1.481
H 1.408 3.443 -2.127
H -1.007 -0.862 3.177
H 2.619 3.960 2.196
C 1.129 -0.938 -3.272
C 0.817 1.009 2.771
C -3.611 -0.676 0.904
O -1.441 -3.428 0.795
H -2.881 0.948 -3.121
H -4.848 -1.963 2.066
H -3.939 1.638 2.716
H 5.325 1.204 0.584
H -1.634 -2.688 -1.866
H -2.588 2.458 1.928
H -3.587 -1.095 2.994
C -3.391 0.045 -1.267
H -0.813 -2.095 1.882
H 1.696 0.567 3.257
H 2.613 -1.724 -1.171
C -0.305 -1.300 2.458
H 5.540 2.897 0.116
F -2.312 -5.643 2.062
Pt 1.792 2.287 0.267
C 1.840 -1.070 0.777
H 2.118 -1.416 -3.325
H 2.476 5.400 -1.573
H 4.408 5.136 0.445
H -0.447 -3.013 -3.176
C -2.598 2.462 -0.835
H 2.733 -0.432 0.746
H 2.383 1.258 -2.204
H -3.288 -3.146 -0.418
H 4.951 2.187 -2.000
H 1.232 0.148 -3.407
C -3.809 -1.590 2.039
H -2.316 0.944 2.827
H 2.727 5.676 0.608
C 3.680 2.402 1.147
C -1.148 -5.750 1.359
C -3.310 0.020 -2.736
H -3.445 3.162 -0.960
C -3.080 1.128 -0.409
H -0.018 1.011 3.478
C 2.859 1.979 -1.529
H 4.009 4.593 -1.777
C 1.689 -1.824 -0.570
C -3.007 1.478 2.162
H 1.518 -2.904 -0.355
H -5.020 -2.750 -0.528
H -3.142 -2.467 1.921
H -2.685 -0.821 -3.070
C -0.588 -4.356 0.929
H 4.487 0.614 -1.393
F -1.407 -6.509 0.241
H -2.065 2.392 -1.792
H 0.549 -1.722 3.010
F -0.269 -6.443 2.131
H -4.304 -0.100 -3.190
C 4.311 1.695 -1.253
H 0.483 -1.324 -4.073
H 3.706 1.846 2.097
P 0.291 -1.275 -1.667
C 4.797 2.080 0.168
H -3.981 -2.550 -1.969
O 0.641 -4.334 0.710
C 3.076 4.558 -1.199
C 2.996 3.677 1.210
C 3.358 4.830 0.300
H 1.966 -1.837 1.556
P 0.371 -0.024 1.300
*
```

What did the fifth record say?
Computed, not measured: a molecular structure, C23H46BBr16FNO4, with wB97M-V/def2-TZVPD.

As for the HOMO-LUMO gap: 5.83 eV. Its energy is -42568.6688 hartree. The maximum force is 5.1 eV/Å. The highest occupied orbital energy comes out at -4.14 eV.

The geometry in ORCA input format:
```
! wB97M-V def2-TZVPD RIJCOSX def2/J DEFGRID3
* xyz -1 1
C 0.056 2.429 -3.146
H 0.889 -2.303 -1.458
C 0.763 6.793 -1.683
H -0.351 1.628 -3.799
Br 1.321 -7.675 -5.429
C -0.088 7.514 -2.697
O 2.590 -1.004 -1.934
C 2.172 -6.815 -2.832
H -3.360 3.143 7.841
H 1.795 -8.902 -3.313
O -0.525 2.928 -0.727
C -5.499 -1.402 4.616
H 4.937 -0.142 -5.214
B -1.715 2.791 0.123
H 2.013 -2.925 0.606
H -1.453 2.025 9.988
C 5.417 -6.221 0.543
H 2.179 2.805 -3.200
H 3.336 1.146 -0.264
Br -1.132 6.272 -3.773
H -3.873 2.721 -2.154
Br -3.777 2.037 3.105
O 1.838 0.764 -2.974
Br -3.859 -1.730 3.625
H -0.792 8.208 -2.244
H 3.916 1.937 -1.735
H -2.598 0.719 4.861
C -0.994 2.679 -2.014
Br -2.033 0.522 8.089
H -2.213 3.912 0.081
H -3.909 -0.058 -1.753
H 3.816 -0.918 -7.226
H 3.231 0.299 -4.997
C 0.354 -2.940 -0.754
C 3.743 0.942 -1.280
C 4.117 0.457 -5.608
C -6.692 -2.005 3.922
H 0.537 8.049 -3.411
Br 2.206 0.891 -7.697
H -3.359 1.828 -3.696
C 3.896 0.156 -7.066
Br 4.967 -8.060 0.998
H 0.087 3.334 -3.787
Br -1.052 4.076 7.913
H -3.186 1.639 9.962
H 5.394 -4.278 1.455
H 4.675 0.558 -7.709
C -1.459 2.566 4.736
Br 4.666 2.308 -5.339
C 2.670 0.185 -2.077
C 1.386 -7.912 -3.497
Br 3.012 -4.977 1.477
H 1.938 -5.826 -3.217
H 1.879 -4.419 -0.326
H -1.027 2.596 5.736
H 6.503 -6.208 0.459
Br -0.615 -4.224 -1.858
C -3.460 1.795 -2.589
H -5.578 -0.325 4.747
C -2.109 1.544 -1.872
H -1.440 3.673 -2.299
Br 0.389 -4.456 1.686
H -1.571 3.580 4.360
Br 4.092 -7.074 -3.062
H -3.043 3.992 9.366
C -2.338 1.965 9.360
H -6.508 -3.011 3.555
H -3.405 2.150 5.537
H 1.272 5.923 -2.091
Br -7.243 -0.934 2.393
H 2.011 -6.829 -1.754
C 4.947 -5.261 1.604
H -7.556 -2.017 4.587
H 1.613 2.396 -1.559
H -5.344 -1.872 5.587
H 4.670 0.362 -1.147
F -1.496 0.285 -2.073
Br -0.292 6.172 -0.172
Br -0.109 1.696 3.634
H 4.980 -6.022 -0.432
H 0.347 -7.885 -3.172
H -4.804 0.279 -3.062
C 1.479 2.134 -2.623
C -2.750 1.789 4.744
H -1.593 2.529 1.285
C -2.655 3.261 8.659
H 1.499 7.473 -1.256
N -4.400 0.697 -2.227
H 5.157 -5.601 2.615
O -2.433 1.665 -0.515
C 1.326 -3.640 0.168
H -0.391 -2.347 -0.229
*
```

> maximum force of number 5 (C23H46BBr16FNO4)?

5.1 eV/Å

What did the second record say?
Computed, not measured: 2 unconnected molecules or ions with the total composition C9H14O, with wB97M-V/def2-TZVPD.

As for the HOMO-LUMO gap: 9.30 eV. Its energy is -426.5131 hartree. The maximum force is 4.6 eV/Å. As for the SMILES: Cc1ccc(O)cc1.CC. The highest occupied orbital energy comes out at -8.46 eV.

The geometry in ORCA input format:
```
! wB97M-V def2-TZVPD RIJCOSX def2/J DEFGRID3
* xyz 0 1
C -0.675 0.855 -0.630
H -3.103 -2.167 -0.251
C -2.926 -0.025 -0.557
H 2.356 2.456 0.458
H 3.281 -0.039 2.052
C -0.172 -0.505 -0.767
C 3.162 1.813 0.860
H 3.975 2.263 1.321
H -0.750 -3.583 0.160
H 0.870 -0.496 -1.011
H 1.695 0.425 1.458
C -2.403 -1.330 -0.495
H -1.908 3.049 -0.815
H 0.018 1.659 -0.426
H 3.644 1.267 0.047
H -1.613 -3.469 -1.361
H 2.261 1.183 2.796
C -1.039 -1.579 -0.789
C -0.858 -3.016 -0.811
H -3.977 0.112 -0.642
C 2.626 0.752 1.921
C -2.041 1.092 -0.598
O -2.518 2.382 -0.531
H 0.094 -3.099 -1.390
*
```